# 1
Formula: C53H44FN3O3P2S2Ti
Source: the OMol25 dataset
Level of theory: wB97M-V/def2-TZVPD

strongest force on any atom = 2.41 eV Å⁻¹
charge = -2
HOMO (spin up / spin down) = 0.98 / -1.08 eV
LUMO level (spin up / spin down) = 3.7 / 3.7 eV
energy = -132374.6894 eV
2S+1 = 3
⟨S²⟩ = 2.024

Structure (XYZ):
```
109
Properties=species:S:1:pos:R:3:mulliken_spin:R:1
C 0.45376 0.87535 4.95784 0.08
H -5.65902 0.16891 0.24637 0.00
C -1.71874 -2.12763 -2.90078 0.00
H -4.57161 0.04853 2.62399 0.00
C -6.28133 -0.65837 -1.62195 0.00
H -3.80592 1.66105 -6.54978 0.00
C -1.92773 -0.87678 -7.76188 0.00
H 0.86761 -3.27568 -4.76422 0.00
H 7.60343 -0.31882 3.04657 0.00
S 2.74230 -1.26960 0.65600 0.00
H -0.51108 3.69057 -2.15361 0.00
H -1.81825 -2.43397 0.48700 0.00
C -3.58623 -0.83931 -2.20976 -0.01
C 2.35212 2.52693 3.74009 -0.10
H 2.10767 1.78410 -1.01896 -0.02
H -5.36993 4.43403 0.26819 0.00
C -2.59250 -2.32704 1.24143 0.01
P -0.01591 -0.37132 -4.11508 0.00
C 4.25434 -0.87670 1.34812 0.00
C -3.16870 -1.07239 1.44693 -0.04
C -2.92327 0.09394 -7.71419 0.00
C -5.33819 -0.21635 -0.71318 0.00
C -4.30223 2.57389 0.27729 0.00
C 2.70799 2.33232 0.98569 0.16
H -4.20467 -1.68333 -4.08105 0.00
C -4.53269 -1.27610 -3.13294 0.00
C 7.71091 -1.97621 0.80770 0.00
C -1.66432 -4.52072 -2.91200 0.00
C -4.66772 3.80506 0.80439 0.00
H 1.03710 1.80430 6.80291 0.00
C 3.30756 3.34850 3.08915 0.46
H 4.23758 3.78823 1.19128 0.00
H -0.98820 4.98680 -1.00270 0.00
Ti 0.53323 0.38153 0.51241 1.05
C 0.64823 0.79424 3.57532 0.00
H 5.49045 0.84079 3.82030 0.01
C -1.04215 -1.02174 -6.70834 0.00
C -2.96625 -3.40814 2.02170 0.00
H -2.16048 1.56748 2.69572 0.00
H -0.26889 -1.77959 -6.74788 0.00
H 3.31194 3.08024 -0.93925 0.01
N 4.31529 -0.01939 2.39747 0.01
C -3.24112 3.42098 2.69365 0.00
O -0.19834 1.87052 -0.42709 0.04
N 5.36266 -1.47759 0.82626 0.00
C -4.49526 -2.00673 3.22854 0.00
H -2.09620 3.64401 -1.36587 0.00
H 3.52563 0.59724 -7.43253 0.00
C -2.88374 2.18826 2.17538 0.00
H -4.70232 2.26897 -0.68136 0.00
H 7.44056 -3.00384 0.56743 0.00
H -2.80352 3.75545 3.62544 0.00
H -2.50184 -4.37392 1.86190 0.00
C 2.98372 2.14328 -0.48321 0.00
C -0.01360 -3.27940 -4.13628 0.00
C -2.13358 0.76562 -5.54401 0.00
C -1.04930 3.92580 -1.23435 0.00
P -2.66100 0.22906 0.24420 -0.01
C -0.57046 -4.49307 -3.75393 0.00
C 6.52589 -1.27771 1.42446 0.00
C 1.19875 1.75451 5.72989 -0.02
C -3.96789 -0.26365 -0.98768 0.03
C -5.88073 -1.17884 -2.84215 0.00
C -4.13252 4.23575 2.00993 0.00
C -2.24830 -3.33833 -2.47988 0.00
C 2.15005 2.56352 5.13213 0.06
F 0.12575 -1.12076 -0.35861 0.01
N 1.72404 1.57156 1.56312 0.19
H -0.28136 0.21988 5.41121 0.01
H 5.21243 -0.84426 -6.33660 0.00
C 3.25413 0.00222 -6.56857 0.00
H -4.39376 5.21290 2.39919 0.00
H -1.84614 -1.52626 -8.62608 0.00
C 1.96419 0.07058 -6.06463 0.00
H -3.09589 -3.35791 -1.80922 0.00
H -5.23137 -1.87636 4.01417 0.00
C 3.85105 -1.53377 -4.82480 0.00
C 3.48409 3.20451 1.71067 -0.04
H -2.20895 1.40183 -4.66864 0.00
H -6.61567 -1.51712 -3.56255 0.00
C 5.48628 0.15909 2.97132 -0.01
C 2.55820 -1.47317 -4.32505 0.00
C 1.59209 -0.68169 -4.94872 0.00
C 1.58102 1.63470 2.93943 0.05
C -3.02716 0.90944 -6.59766 0.00
H 2.31254 -2.00276 -3.41276 0.00
H -3.61521 0.20966 -8.53939 0.00
C -0.56598 -2.08124 -3.71072 0.00
H -2.07282 -5.46812 -2.58267 0.00
C -4.12822 -0.92366 2.44200 0.00
O -2.24517 -0.91176 -2.53224 0.01
C -1.12489 -0.19292 -5.58684 0.00
H 2.75381 3.24543 5.72337 0.00
H -4.20066 -4.09523 3.64065 0.00
C -3.91964 -3.25209 3.02042 0.00
H 3.89630 4.05600 3.66305 0.05
H 4.59100 -2.12743 -4.30208 0.00
O -0.33713 3.57860 1.01964 0.00
C 6.65443 -0.46379 2.54631 0.01
H -7.33778 -0.60007 -1.38489 0.00
H 1.23716 0.72755 -6.52779 0.00
C -0.48243 3.09735 -0.08730 -0.02
H 3.77890 1.40524 -0.61913 0.01
H -0.13824 -5.42072 -4.11005 0.00
C -3.41872 1.73841 0.96324 0.00
H 7.98329 -1.47776 -0.12512 0.00
S -0.25076 -0.38922 2.63279 0.00
H 8.57355 -1.96993 1.47667 0.00
C 4.20121 -0.80357 -5.95030 0.00
```

# 2
Formula: C6H8N2S
Source: the OMol25 dataset
Level of theory: wB97M-V/def2-TZVPD

strongest force on any atom = 9.13 eV Å⁻¹
HOMO = -8.71 eV
LUMO level = -1.6 eV
energy = -20162.5622 eV
ΔE to the lowest compared entry with this formula, charge and spin = 4.4790 eV

Structure (XYZ):
```
17
Properties=species:S:1:pos:R:3:mulliken_charge:R:1
C -0.38411 -0.37892 -0.36041 1.62
C 2.09435 -0.30615 -0.40018 -0.49
H -1.72393 0.29477 -1.79319 0.56
H 0.62868 -1.43466 1.44503 0.15
C -1.64323 0.27235 -0.83512 -1.74
H -2.53682 -0.41005 -0.43456 0.30
S -1.16559 -2.95287 -1.40570 -0.24
C -0.01010 -0.50091 1.10291 -0.94
C -0.15658 -1.68292 -1.25354 -0.05
C 0.76549 0.36150 0.08702 -0.40
H -0.62420 -0.01044 1.72746 0.39
H 2.24849 -1.13747 0.37897 0.26
H -1.75936 1.23012 -0.25443 0.35
H 2.98278 0.39016 -0.35951 0.37
N 0.95475 -1.61639 -1.91340 0.08
H 0.82044 1.44096 0.17121 0.32
N 1.94957 -0.84639 -1.72851 -0.54
```

# 3
Formula: C5H8O2
Source: the OMol25 dataset
Level of theory: wB97M-V/def2-TZVPD

strongest force on any atom = 0.58 eV Å⁻¹
HOMO = -10.18 eV
LUMO level = 0.9 eV
energy = -9407.4032 eV
ΔE to the lowest compared entry with this formula, charge and spin = 2.4290 eV

Structure (XYZ):
```
15
Properties=species:S:1:pos:R:3:mulliken_charge:R:1
C 1.22208 -0.13652 -0.42876 -1.07
C -0.22805 -0.36199 -0.21548 1.58
H -0.64996 0.02150 -2.08054 0.36
H -1.60099 -1.56308 0.91081 0.34
C -0.52542 -1.53538 0.70838 -1.55
H 0.00939 -1.44184 1.65762 0.38
O -0.86804 -0.67111 -1.44287 -0.59
O -0.16763 2.12639 -0.05360 -0.49
H 3.24991 0.84436 -0.73632 0.42
C 2.30953 0.36058 -0.59378 0.06
H -1.83653 1.02516 0.14559 0.35
H -0.70502 0.87513 1.51049 0.31
C -0.77792 0.95740 0.41493 -0.77
H 0.78966 1.96859 -0.00759 0.28
H -0.23813 -2.46686 0.21658 0.39
```

# 4
Formula: C14H11O3Se4V
Source: the OMol25 dataset
Level of theory: wB97M-V/def2-TZVPD

strongest force on any atom = 1.39 eV Å⁻¹
HOMO (spin up / spin down) = -8.11 / -8.15 eV
LUMO level (spin up / spin down) = -1.4 / -0.8 eV
energy = -307913.6926 eV
ΔE to the lowest compared entry with this formula, charge and spin = 0.3516 eV
2S+1 = 3
⟨S²⟩ = 2.047

Structure (XYZ):
```
33
Properties=species:S:1:pos:R:3:mulliken_spin:R:1
H -0.74681 1.41537 -4.11893 0.00
C 0.62142 0.83046 0.63165 0.01
Se 0.17147 -4.67607 3.15106 -0.12
H 2.14100 -0.58732 1.21041 0.00
C -1.20733 -0.61235 1.44217 -0.04
H 3.12370 3.51266 1.86212 0.00
O -0.75398 -1.75640 2.00120 -0.02
V 0.33953 -3.06975 1.35723 2.25
O -2.10830 0.01463 1.90603 0.00
C 0.28423 2.17981 0.58616 0.00
H -4.39889 0.27696 -2.20164 0.00
Se 2.46988 -5.23971 3.04572 0.03
C -0.57974 0.70164 -2.10864 0.00
C 1.18102 3.13768 1.02948 0.00
H 3.72316 1.11182 1.96782 0.00
Se 1.96293 -3.93405 -0.19609 -0.10
C 2.42392 2.76083 1.52150 0.00
C 2.76131 1.41826 1.57849 0.01
H 1.05654 -1.23961 -0.72275 0.00
C -1.24247 0.20771 -0.98512 -0.01
C -3.32352 0.39589 -2.18097 0.00
C -0.39528 -0.21949 0.19921 -0.01
H -3.16428 -0.31105 -0.17147 0.00
C -1.27707 1.03433 -3.25602 0.00
H 0.49547 0.84536 -2.08403 0.00
C -2.65801 0.88436 -3.29263 0.00
C -2.62156 0.05519 -1.03064 0.00
O 0.29443 -1.45029 -0.16530 -0.03
H -0.68272 2.48642 0.20913 0.00
Se 2.55185 -5.96290 0.86692 0.01
C 1.85950 0.45633 1.14331 0.00
H 0.90830 4.18409 0.98991 0.00
H -3.20969 1.14919 -4.18528 0.00
```

# 5
Formula: C32H89F2N9O16S2
Source: the OMol25 dataset
Level of theory: wB97M-V/def2-TZVPD

strongest force on any atom = 13.07 eV Å⁻¹
charge = -1
HOMO (spin up / spin down) = -5.92 / -5.92 eV
LUMO level (spin up / spin down) = 1.9 / -2.2 eV
energy = -107890.0312 eV
2S+1 = 2
⟨S²⟩ = 0.755

Structure (XYZ):
```
150
Properties=species:S:1:pos:R:3:mulliken_spin:R:1
N 0.65219 1.12262 -3.21057 0.00
H -1.03078 3.76257 4.70366 0.00
H 5.21650 4.20794 -2.93842 0.00
H 5.88252 -1.83842 -1.95100 0.00
H 4.95693 0.08639 1.70498 0.00
N 3.15364 1.78117 -2.01906 0.00
N -3.40905 -2.80169 1.70435 0.00
H -6.08994 0.60535 0.36445 0.00
O 0.39454 1.02334 1.17095 0.01
C -5.70358 0.22644 1.31062 0.00
H 2.14446 5.50287 2.23931 0.00
H -2.69533 0.83543 3.62977 0.00
H -3.69566 -0.08648 2.14470 0.00
H 1.04229 1.10116 -4.14194 0.00
H 0.37601 -2.17020 4.80390 0.00
C 0.91239 4.30738 0.90161 0.00
H 6.71692 2.98098 -0.36685 0.00
H -1.12108 1.26056 -1.14453 -0.01
H 2.15727 4.20428 -2.59796 0.00
C -0.72976 -3.23449 -2.29548 0.01
C 4.86711 3.35765 -2.35273 0.00
H 0.81719 -1.63818 -6.17176 0.00
H -5.74302 -3.56278 2.67603 0.00
H 6.33058 -0.85893 0.14356 0.00
H 0.44017 -3.62428 -0.89209 0.00
H 4.06192 2.13357 -3.88170 0.00
S 3.77645 -3.23435 0.53606 0.00
H -2.08025 -2.22123 -0.86132 -0.01
C -4.17123 0.36376 1.27337 0.00
O 4.81859 -2.65286 1.34347 0.00
O -0.13586 -3.40254 1.74674 0.00
C 6.20743 -0.79905 -1.99838 0.00
H 3.30315 0.36295 1.14837 0.00
F 5.21781 -4.24141 -2.59831 0.00
O 1.88472 3.32810 0.74186 0.00
H -8.09434 1.39194 1.40751 0.00
H -0.64042 -4.25902 -2.65667 0.00
H -2.71219 -3.48677 -1.94978 0.01
H 1.24585 4.98605 0.11656 0.00
C -2.25003 3.80377 -5.82645 0.00
H -6.05749 -0.79190 1.47132 0.00
H -2.61095 1.74882 1.02864 0.00
H -1.41769 -3.22082 3.40266 0.00
C -0.38209 -3.44646 3.14822 0.00
N -1.71134 0.65638 3.77047 0.00
H 3.11800 4.42686 -4.04889 0.00
H 0.30906 5.72940 2.40643 0.00
C -0.07263 -1.88173 -5.59122 0.00
C 0.48651 -2.35825 3.73594 0.00
H 1.53540 -2.48090 3.46597 0.00
H 1.42126 2.52266 0.98283 0.00
H -1.36268 0.69017 2.82316 0.00
H -3.59574 -5.48745 2.60138 0.00
C 3.68344 2.66798 -3.01035 0.00
H -1.76442 4.77334 -5.71598 0.00
C 5.94703 -0.20348 -0.63835 0.00
H -0.77636 3.21263 3.13575 0.00
N 0.40066 -2.79099 -1.46145 0.62
H -4.09890 2.45718 0.39743 0.00
H 4.55182 1.59994 0.84380 0.00
H 1.31398 1.68959 -2.69999 0.00
H -6.08348 -2.86068 1.11428 0.00
H 0.16102 -1.43522 3.25617 0.00
C -1.86068 1.45325 6.00517 0.00
H 7.46734 3.91025 -1.72001 0.00
O -2.08024 3.09183 -4.57395 0.00
H 4.58827 3.77207 -1.38392 0.00
H 5.84112 0.95757 -2.86331 0.00
H -0.93297 -1.21661 -3.02643 -0.01
C -3.50143 -5.20041 1.55410 0.00
H -0.65020 -2.63945 -6.12071 0.00
H -2.52740 -2.86373 1.21553 0.00
O -1.25415 2.30482 6.99718 0.00
O -0.59825 -0.82383 0.72302 0.02
C -1.87037 -3.18415 -1.32699 0.08
H 7.88307 -1.53741 -3.29995 0.00
H 2.56864 2.26402 -1.35217 0.00
H -0.26887 2.32582 -5.19145 0.00
O 4.54595 -0.07254 -0.38263 0.00
H -3.85123 0.23004 -0.76368 0.00
S 5.11788 -4.32930 -1.01019 0.00
C -7.70638 0.97359 2.33625 0.00
H 1.12714 4.37992 3.12485 0.00
O 1.15725 -0.17218 -0.40355 0.18
N 3.92528 -3.07062 -0.87666 0.00
O -6.46038 -4.96687 1.43868 0.00
O 6.47331 -3.99184 -0.55959 0.00
H -0.07672 4.00861 0.55443 0.00
H 6.00125 -0.17155 -3.86238 0.00
H -0.63000 -0.96465 -5.78201 0.00
N -3.61125 -0.29479 0.06521 0.00
F 2.62360 -2.12408 0.72009 -0.01
C -0.70878 1.57006 -3.23742 0.00
C 7.69842 -0.92132 -2.41993 0.00
H 1.83509 3.36758 -4.06529 0.00
H -1.70041 3.33703 -6.64386 0.00
H -1.73301 -3.96869 -0.58285 0.01
H -3.28615 3.91400 -6.14645 0.00
C -3.69238 1.79101 1.15839 0.00
H -2.60143 -0.28661 0.08228 0.00
O -6.29769 1.00495 2.38733 0.00
H -7.82539 -5.73365 0.07533 0.00
C -4.24456 -3.93318 1.18760 0.00
H -4.02649 -5.97817 0.99955 0.00
C -6.93566 -5.10521 0.11483 0.00
H -2.44381 -5.24195 1.29367 0.00
O 6.01456 2.42360 -2.22811 0.00
H -8.13117 -0.02827 2.39905 0.00
C -1.11840 2.08898 -1.85292 0.00
H -2.04419 2.65428 -1.95993 0.00
C -1.38457 2.99620 4.01401 0.00
H -3.95277 2.27159 2.10144 0.00
H -1.77378 1.14379 8.50471 0.00
C 7.05409 2.95274 -1.40301 0.00
H -1.34704 2.74345 9.00158 0.00
H -1.62673 0.43588 6.31873 0.00
C 2.65195 3.67481 -3.41225 0.00
O 4.66262 -5.70337 -0.85507 0.00
O 3.11132 -4.41846 1.11543 0.00
C 1.15218 5.05267 2.26760 0.00
H -0.25845 3.59045 -3.97051 0.00
H -0.17436 1.31415 4.86845 0.00
H -3.86377 -1.98921 1.31292 0.00
C -1.91090 2.19413 8.24766 0.00
H -2.94753 2.51606 8.14827 0.00
H 7.86749 2.22749 -1.38128 0.00
C 4.35413 0.53024 0.91269 0.00
C -5.68933 -3.75126 1.60379 0.00
H -2.46473 3.08624 3.89887 0.00
C -1.20217 1.62259 4.67723 0.00
N 0.31654 0.00673 0.54112 0.00
C -0.87896 -2.23398 -3.41391 0.02
H -0.09362 -2.19660 -0.81145 0.05
H 8.19719 -1.36628 -1.55892 0.00
H -4.26605 -4.06030 0.10525 0.00
O 0.24160 -2.26507 -4.24354 0.01
H -8.05230 1.56658 3.18290 0.00
H -1.76765 -2.39617 -4.02385 0.00
H -0.42350 2.84912 -1.49597 0.00
H 8.04514 0.10985 -2.48749 0.00
H 6.47319 0.74158 -0.50365 0.00
N 5.51274 0.01194 -2.99763 0.00
H 3.99245 1.52963 -1.51586 0.00
H -6.28041 -5.64599 -0.56803 0.00
H -2.94011 1.58307 5.92724 0.00
C -0.77964 2.69194 -4.30085 0.00
H -0.23723 -2.45595 1.62310 0.00
H -0.06523 -4.43997 3.46545 0.00
H -7.34586 -4.21081 -0.35408 0.00
H -1.37260 0.84762 -3.71231 0.00
```